Entry 1:
{"formula": "C5H12N3O3", "method": "ωB97M-V with the def2-TZVPD basis set", "symbols": ["C", "C", "C", "C", "C", "N", "N", "N", "O", "O", "O", "H", "H", "H", "H", "H", "H", "H", "H", "H", "H", "H", "H"], "positions_angstrom": [[-1.469, 0.395, 1.833], [0.352, -0.680, 0.576], [0.254, 0.644, -0.856], [1.841, -1.005, 0.620], [0.434, 0.070, -2.266], [-0.060, -0.005, 1.755], [-1.829, 0.964, 0.648], [-1.281, 0.751, -0.654], [-2.108, 0.416, 2.852], [-0.551, -1.600, 0.154], [0.872, 1.811, -0.581], [2.094, -2.069, 0.724], [2.185, -0.533, 1.495], [2.284, -0.388, -0.182], [-0.038, 0.754, -3.041], [0.253, -1.030, -2.412], [1.518, 0.185, -2.389], [0.128, -0.480, 2.636], [-2.872, 1.176, 0.592], [-1.571, 1.520, -1.320], [-1.588, -0.176, -1.084], [-0.223, -2.447, 0.626], [1.375, 1.726, 0.272]], "charge": 1, "e_tot_ev": -15983.4318}

Entry 2:
{"formula": "C5H12N4", "method": "ωB97M-V with the def2-TZVPD basis set", "symbols": ["C", "C", "C", "C", "N", "N", "N", "C", "N", "H", "H", "H", "H", "H", "H", "H", "H", "H", "H", "H", "H"], "positions_angstrom": [[1.506, 0.122, -0.391], [2.298, 1.143, 0.360], [-1.297, 0.251, -0.047], [-0.993, 0.191, -1.401], [-0.404, 0.085, 2.113], [-2.582, -0.063, 0.398], [1.755, -1.196, -0.138], [-1.249, -0.686, -2.360], [-0.282, 0.488, 0.776], [1.382, 0.328, -1.444], [-0.457, 0.901, 2.712], [-1.164, -0.558, 2.319], [-3.243, -0.198, -0.354], [-2.894, 0.309, 1.286], [1.726, -1.432, 0.848], [1.173, -1.819, -0.685], [2.299, 0.940, 1.432], [1.870, 2.131, 0.197], [3.331, 1.154, -0.014], [-0.790, -0.596, -3.342], [-1.984, -1.493, -2.264]], "charge": 0, "e_tot_ev": -11335.2211}

Entry 3:
{"formula": "C5H12N4", "method": "ωB97M-V with the def2-TZVPD basis set", "symbols": ["C", "C", "N", "H", "H", "H", "H", "H", "C", "C", "N", "N", "C", "N", "H", "H", "H", "H", "H", "H", "H"], "positions_angstrom": [[-1.054, -2.072, 0.138], [0.076, -1.094, 0.369], [1.279, -1.479, -0.200], [1.204, -1.791, -1.160], [0.205, -0.829, 1.417], [-1.155, -2.303, -0.922], [-0.847, -2.993, 0.684], [-1.991, -1.652, 0.492], [1.205, 1.552, 0.538], [-0.549, 0.531, -0.216], [2.200, 1.322, -0.195], [-1.608, 0.926, 0.588], [-0.581, 0.642, -1.556], [0.802, 1.871, 1.675], [2.085, 1.394, -1.193], [2.030, -0.802, -0.084], [-2.232, 1.605, 0.176], [-1.299, 1.188, 1.517], [1.366, 2.549, 2.171], [-1.353, 1.192, -2.076], [0.216, 0.244, -2.166]], "smiles": "C=C(N)[C@@H](C)N.N=C=N", "charge": 0, "e_tot_ev": -11336.9781}

Entry 4:
{"formula": "C5H12N4", "method": "ωB97M-V with the def2-TZVPD basis set", "symbols": ["C", "C", "C", "N", "N", "N", "H", "H", "H", "H", "H", "H", "H", "C", "C", "N", "H", "H", "H", "H", "H"], "positions_angstrom": [[0.651, -1.887, 0.243], [-1.457, -0.488, 0.193], [-0.145, -0.838, -0.474], [-2.527, -1.141, -0.306], [-1.458, 0.385, 1.130], [0.086, -0.588, -1.707], [-3.456, -0.986, 0.051], [-2.395, -1.810, -1.049], [-2.349, 0.633, 1.552], [-0.566, 0.078, -2.119], [0.867, -1.572, 1.261], [0.079, -2.816, 0.287], [1.581, -2.060, -0.292], [1.253, 2.183, -0.460], [1.107, 1.186, 0.652], [2.042, 0.598, 1.262], [2.966, 0.746, 0.834], [-0.074, 1.045, 1.182], [0.484, 2.023, -1.215], [2.232, 2.116, -0.939], [1.077, 3.194, -0.086]], "smiles": "[H]/N=C(C)\\C(N)=N\\[H].[H]/N=C\\C", "charge": 0, "e_tot_ev": -11337.9633}

Repeat the third record exactly.
{"formula": "C5H12N4", "method": "ωB97M-V with the def2-TZVPD basis set", "symbols": ["C", "C", "N", "H", "H", "H", "H", "H", "C", "C", "N", "N", "C", "N", "H", "H", "H", "H", "H", "H", "H"], "positions_angstrom": [[-1.054, -2.072, 0.138], [0.076, -1.094, 0.369], [1.279, -1.479, -0.200], [1.204, -1.791, -1.160], [0.205, -0.829, 1.417], [-1.155, -2.303, -0.922], [-0.847, -2.993, 0.684], [-1.991, -1.652, 0.492], [1.205, 1.552, 0.538], [-0.549, 0.531, -0.216], [2.200, 1.322, -0.195], [-1.608, 0.926, 0.588], [-0.581, 0.642, -1.556], [0.802, 1.871, 1.675], [2.085, 1.394, -1.193], [2.030, -0.802, -0.084], [-2.232, 1.605, 0.176], [-1.299, 1.188, 1.517], [1.366, 2.549, 2.171], [-1.353, 1.192, -2.076], [0.216, 0.244, -2.166]], "smiles": "C=C(N)[C@@H](C)N.N=C=N", "charge": 0, "e_tot_ev": -11336.9781}